# 1
Density functional theory data (ωB97M-V/def2-TZVPD) for C2ErF3NO6S2 as an isolated structure at a distorted geometry.

Structure (XYZ):
```
15
Properties=species:S:1:pos:R:3:mulliken_charge:R:1
N 1.00476 -0.02797 -0.88713 -0.442
S -0.64625 -0.15263 -1.18670 0.633
O -1.06098 -1.13629 -0.09975 -0.564
S 1.66323 0.04258 0.54167 1.059
O 0.64134 0.04232 1.63972 -0.473
O 2.85314 0.88469 0.36405 -0.580
C 2.55744 -1.51706 1.09348 0.605
F 1.72995 -2.51324 1.36416 -0.225
F 3.37215 -1.92369 0.12866 -0.219
F 3.27037 -1.27388 2.18374 -0.217
O -4.37568 1.22878 -1.57411 -0.377
C -3.84880 2.14611 -2.09651 0.690
O -3.83985 3.20352 -2.59761 -0.337
O -1.52174 1.02015 -0.59365 -0.551
Er -1.79908 -0.02340 1.71997 0.996
```

Computed properties:
* F_max: 4.39 eV/A
* E_LUMO (spin up / spin down): -1.27 / -1.91 eV
* ⟨S²⟩: 6.00
* Kohn-Sham gap (spin up / spin down): 0.2372 / 0.2997 hartree
* multiplicity: 5
* energy relative to the best compared isomer or geometry (same formula, charge and spin): 0.0 kcal/mol



# 2
Density functional theory data (ωB97M-V/def2-TZVPD) for one molecule with the formula C4H3Cl5O.

Structure (XYZ):
```
13
Properties=species:S:1:pos:R:3:mulliken_charge:R:1
C 2.03492 -0.01536 -0.00945 -1.286
C 0.66735 -0.60829 -0.07676 0.749
O 0.42318 -1.77623 -0.14041 -0.484
C -0.47754 0.44370 -0.05919 -0.098
Cl -0.20963 1.58105 1.27655 -0.075
Cl -0.38966 1.31779 -1.60871 -0.066
C -1.87602 -0.15290 0.08423 0.475
Cl -1.96764 -1.06543 1.60230 -0.093
Cl -3.09439 1.14086 0.11723 -0.105
Cl -2.23245 -1.23142 -1.27487 -0.087
H 2.28724 0.14106 1.03925 0.333
H 2.08477 0.94200 -0.51870 0.386
H 2.74986 -0.71681 -0.43148 0.350
```

Computed properties:
* F_max: 0.77 eV/A
* E_LUMO: 0.32 eV
* SMILES string: CC(=O)C(Cl)(Cl)C(Cl)(Cl)Cl
* Kohn-Sham gap: 0.3912 hartree
* energy relative to the best compared isomer or geometry (same formula, charge and spin): 0.0 kcal/mol



# 3
Density functional theory data (ωB97M-V/def2-TZVPD) for C8H8BBr4F24O10P4V2 as an isolated structure at a distorted geometry.

Structure (XYZ):
```
61
Properties=species:S:1:pos:R:3:mulliken_charge:R:1
O 3.26378 -1.38128 -2.32279 -0.459
V 1.88558 -2.02442 -2.15601 1.493
O -0.01126 2.33940 3.21525 -0.360
V -0.39429 1.10225 2.37507 1.497
P -3.33898 0.76583 2.05921 1.340
F -2.49782 1.25254 3.40839 -0.388
F -2.22696 -0.41034 2.05720 -0.203
F -4.37751 -0.16115 2.87145 -0.365
F -3.93652 0.43457 0.63603 -0.361
F -4.27970 2.04989 2.35386 -0.362
F -2.27058 1.81327 1.45086 -0.267
P 0.74627 -3.25970 -4.45841 1.411
F -0.59070 -4.06593 -4.13008 -0.300
F 0.18005 -1.99947 -3.57404 -0.313
F 1.48912 -3.82126 -3.03816 -0.375
F 1.99155 -2.19826 -4.68212 -0.364
F 1.49993 -4.40719 -5.27993 -0.314
F 0.11611 -2.60174 -5.77828 -0.334
P 1.28002 0.62248 -0.34890 1.704
F 1.61825 1.19605 1.13048 -0.439
F 0.69753 1.98591 -0.87639 -0.198
F 2.78675 0.93510 -0.83761 -0.369
F 0.88478 0.00083 -1.83811 -0.355
F 1.78554 -0.88194 -0.11514 -0.410
F -0.17787 0.27029 0.33924 -0.239
P 0.71229 -1.77535 3.67707 1.371
F 2.22870 -1.19831 3.52326 -0.374
F 1.24848 -3.28160 3.43630 -0.370
F 0.82148 -2.03873 5.24610 -0.334
F -0.82076 -2.23936 3.67090 -0.350
F 0.30002 -0.19138 3.88599 -0.406
F 0.54245 -1.58269 2.05934 -0.495
O -6.05762 -4.45954 -1.38232 -0.603
C -5.05033 -4.16017 -0.79785 0.393
O -3.89210 -4.77442 -0.89245 -0.514
B -2.89561 -3.99700 -0.12217 1.302
O -3.68444 -2.97322 0.57358 -0.408
C -4.92439 -2.96399 0.13881 0.688
O -5.81004 -2.23475 0.48522 -0.596
O -1.83233 -3.40324 -1.01398 -0.692
C -0.66033 -3.66045 -0.53173 0.656
O 0.38085 -3.12801 -0.88443 -0.264
C -0.83838 -4.57747 0.70145 0.419
O -2.14088 -4.76997 0.87826 -0.535
O 0.03290 -5.06920 1.34141 -0.570
Br -0.52696 4.43234 0.46052 -0.186
C -0.80401 5.03683 -1.39158 -0.577
C -0.37886 6.47877 -1.46595 -0.528
Br -0.14517 6.88799 -3.37169 -0.189
H -1.83687 4.88635 -1.68756 0.447
H -0.09921 4.44939 -1.97335 0.322
H 0.61942 6.62426 -1.06560 0.340
H -1.10920 7.14165 -1.01146 0.382
Br 2.76201 4.15741 0.61955 -0.100
C 4.73129 4.18124 0.29412 -0.730
C 5.39525 3.00170 0.93159 -0.390
Br 7.30187 3.23786 0.70068 -0.181
H 5.08153 5.09899 0.76491 0.435
H 4.88478 4.36401 -0.76542 0.402
H 5.10503 2.04320 0.50557 0.180
H 5.23605 2.90113 2.00184 0.386
```

Computed properties:
* F_max: 4.78 eV/A
* E_LUMO (spin up / spin down): -1.72 / -1.21 eV
* ⟨S²⟩: 2.05
* charge: -1
* Kohn-Sham gap (spin up / spin down): 0.2116 / 0.2304 hartree
* multiplicity: 3